(1)
Molecular formula: C29H67N9O13S
Method: DFT, ωB97M-V with the def2-TZVPD basis set

```
! RIJCOSX wB97M-V def2-TZVPD def2/J DEFGRID3
* xyz 1 2
C -11.7346 -25.9658 9.6974
C -13.1694 -26.1894 10.3135
O -13.6703 -24.9228 10.8501
S -12.6558 -23.7530 10.2684
O -12.4051 -22.7526 11.3335
O -12.9008 -23.3616 8.8742
O -11.3257 -24.7437 10.2551
H -11.7917 -25.8699 8.6131
H -11.0260 -26.7170 10.0461
H -13.1777 -26.9039 11.1366
H -13.8534 -26.4662 9.5112
C -17.8612 -18.5294 16.9328
C -17.8781 -18.8049 15.4054
O -17.1266 -19.6466 14.8945
N -18.5458 -17.9276 14.6239
C -18.2694 -17.8418 13.2085
H -18.8104 -18.0656 17.2012
H -17.0280 -17.8315 17.0150
H -17.7023 -19.3856 17.5885
H -19.3091 -17.3828 14.9989
H -17.2138 -17.8868 12.9406
H -18.7736 -16.9355 12.8729
H -18.6383 -18.7131 12.6674
C -14.9668 -19.9483 11.1632
C -15.5952 -19.5839 9.8292
O -16.1781 -20.3885 9.1014
N -15.4395 -18.3137 9.4679
C -15.9013 -17.7692 8.1881
H -15.7084 -20.1061 11.9462
H -14.2140 -19.3016 11.6141
H -14.3768 -20.8346 10.9300
H -14.8382 -17.7355 10.0372
H -15.0270 -17.6646 7.5457
H -16.5461 -16.8904 8.1824
H -16.5344 -18.4929 7.6747
C -14.1033 -18.0494 14.9806
C -13.4576 -19.3766 14.6002
O -12.2618 -19.5436 14.6088
N -14.3915 -20.3781 14.4674
C -13.9469 -21.6833 14.0441
H -15.1930 -18.0321 14.9614
H -13.7825 -17.3042 14.2527
H -13.8524 -17.7385 15.9948
H -15.3526 -20.3484 14.7763
H -12.9034 -21.9088 14.2641
H -14.0971 -21.8678 12.9804
H -14.6552 -22.3431 14.5451
C -14.4881 -19.3958 18.8694
C -13.7658 -18.0836 19.1429
O -14.1819 -17.0425 18.6388
N -12.8318 -18.1491 20.0753
C -12.1320 -17.0238 20.7094
H -15.4887 -19.5652 19.2671
H -13.9481 -20.2186 19.3380
H -14.4951 -19.5170 17.7862
H -12.4420 -19.0595 20.2733
H -12.5358 -16.0306 20.5131
H -11.0850 -16.9599 20.4133
H -12.0934 -17.2039 21.7837
C -7.0274 -24.3747 14.0179
C -8.1490 -24.4194 15.0241
O -7.9877 -24.9938 16.0288
N -9.3087 -23.8275 14.8139
C -9.9439 -23.3399 13.5919
H -6.0532 -24.7809 14.2900
H -6.9591 -23.3532 13.6440
H -7.4423 -24.9760 13.2089
H -9.8462 -23.7926 15.6682
H -11.0259 -23.3697 13.7207
H -9.6131 -23.8851 12.7080
H -9.6792 -22.2941 13.4362
C -9.1905 -14.6554 19.4361
C -10.3487 -14.5520 18.4442
O -11.1262 -13.5884 18.2736
N -10.5123 -15.6741 17.7692
C -11.4729 -15.8693 16.7207
H -9.2342 -13.7383 20.0234
H -8.2000 -14.5619 18.9908
H -9.1724 -15.5455 20.0650
H -9.9662 -16.4392 18.1385
H -12.2134 -15.0695 16.7171
H -11.9403 -16.8535 16.7508
H -11.0950 -15.6451 15.7232
C -12.9636 -22.3218 17.7176
C -12.4463 -23.5194 16.9368
O -11.2197 -23.6328 16.9432
N -13.3103 -24.3656 16.3121
C -12.9461 -25.4364 15.4116
H -13.7410 -21.7443 17.2173
H -12.0862 -21.6840 17.8240
H -13.3718 -22.5510 18.7019
H -14.2827 -24.1273 16.4457
H -12.8071 -26.3061 16.0537
H -12.0819 -25.3275 14.7564
H -13.7913 -25.5856 14.7397
C -16.8850 -21.9076 17.2554
C -16.6086 -23.3760 17.1518
O -15.9095 -23.8418 16.2711
N -17.2428 -24.1325 18.0621
C -17.1703 -25.6312 18.1596
H -17.7491 -21.7032 16.6232
H -16.0922 -21.2571 16.8861
H -17.1377 -21.5910 18.2673
H -17.8832 -23.6395 18.6678
H -17.8564 -26.1212 17.4688
H -17.3205 -25.9558 19.1893
H -16.1766 -26.0015 17.9075
C -15.4302 -14.9227 16.3945
C -15.1707 -13.5900 15.5977
O -14.3364 -13.5961 14.7139
N -15.9355 -12.4992 15.8496
C -15.9989 -11.1756 15.2579
H -16.2078 -15.4968 15.8906
H -15.8069 -14.6480 17.3798
H -14.4666 -15.4078 16.2390
H -16.6778 -12.6059 16.5262
H -16.2591 -10.5541 16.1147
H -16.8234 -11.1219 14.5470
H -15.1195 -10.8668 14.6928
*
```

gap between HOMO and LUMO (spin up / spin down) = 8.01 / 2.53 eV
molar mass = 782.0 g/mol

=====

(2)
Molecular formula: C40H47As2Cl2N4O12W
Method: DFT, ωB97M-V with the def2-TZVPD basis set

```
! RIJCOSX wB97M-V def2-TZVPD def2/J DEFGRID3
* xyz 3 3
W 0.3119 0.5075 0.2723
C -5.5156 4.5471 -1.4095
C -4.4067 3.7323 -0.8127
C -4.0292 3.8333 0.5059
C -3.0524 3.0039 1.1120
C -2.5714 3.5165 2.3607
N -2.0456 2.9351 3.3882
C -2.0528 1.5175 3.7396
C -2.4042 1.4136 5.2237
C -2.4106 -0.0116 5.7705
N -1.0917 -0.6369 5.5506
C -0.7122 -1.2299 4.4729
C -1.5943 -1.6808 3.4215
C -2.7352 -2.4513 3.6986
C -3.5310 -2.9673 2.6931
C -4.7300 -3.8268 2.9765
C -3.1287 -2.7096 1.3813
C -2.0155 -1.9378 1.0709
C -1.5175 -1.9370 -0.2852
N -0.5558 -1.2237 -0.7261
C 0.0443 -1.6806 -2.0077
C -0.1971 -0.7664 -3.1905
C 0.2878 0.6343 -2.8794
N -0.4735 1.0949 -1.6984
C -1.6188 1.5901 -1.9723
C -2.5885 2.1209 -1.0564
C -3.5996 2.9068 -1.5963
C -2.3848 2.0253 0.3349
O -1.5809 1.1140 0.8329
C -1.2282 -1.3869 2.0960
O -0.1797 -0.6241 1.8863
H -5.9093 5.2656 -0.6933
H -6.3377 3.9023 -1.7231
H -5.1716 5.0942 -2.2873
H -4.4995 4.5923 1.1231
H -2.6299 4.5969 2.4636
H -1.6792 3.5586 4.0985
H -1.0693 1.1077 3.5106
H -2.7755 1.0212 3.0942
H -3.4019 1.8216 5.3993
H -1.7097 2.0252 5.8093
H -3.1745 -0.6118 5.2926
H -2.5996 -0.0129 6.8413
H -0.3777 -0.4235 6.2402
H 0.3585 -1.3857 4.3731
H -2.9637 -2.7030 4.7289
H -4.9957 -3.8092 4.0318
H -4.5382 -4.8638 2.6969
H -5.5939 -3.4878 2.4048
H -3.6919 -3.1528 0.5657
H -1.9230 -2.7052 -0.9395
H -0.3019 -2.6942 -2.1929
H 1.1089 -1.7467 -1.8192
H -1.2572 -0.7408 -3.4595
H 0.3415 -1.1665 -4.0506
H 0.1087 1.3220 -3.7044
H 1.3489 0.6560 -2.6519
H -1.8664 1.7012 -3.0279
H -3.7223 2.9208 -2.6750
Cl 4.1840 2.9292 2.0594
C 3.7314 2.2463 0.6223
Cl 0.3319 3.0432 0.2949
C 2.5949 1.4119 0.5426
O 1.8523 1.0665 1.5413
O 2.1236 0.9811 -0.5909
H 4.2945 2.4629 -0.2740
C 0.1247 -6.3853 1.0654
O 1.2481 -5.4886 1.2064
C 1.2678 -4.3928 0.4663
O 0.3164 -3.9329 -0.1274
C 2.5959 -3.7059 0.5072
C 3.7471 -4.3869 0.4107
As 5.7412 -3.8760 0.5048
C 5.9322 -4.3947 2.3886
C 5.1762 -1.9912 0.8131
C 4.2158 -1.6194 -0.0493
As 2.4209 -1.7231 0.6847
C 2.4807 -1.8019 2.6327
C 4.3478 -2.1098 -1.4622
O 5.3952 -2.4395 -1.9410
O 3.1957 -2.0834 -2.1429
C 3.2878 -2.6128 -3.4882
C 5.4018 -1.1713 2.0512
O 4.7461 -0.1936 2.3376
O 6.4808 -1.5677 2.7004
C 6.9071 -0.7442 3.8104
C 3.6502 -5.8508 0.0408
O 2.9084 -6.2585 -0.8139
O 4.5418 -6.5805 0.6984
C 4.6354 -7.9745 0.3066
H -0.1062 -6.7580 2.0583
H 0.4387 -7.2019 0.4191
H -0.7255 -5.8678 0.6316
H 5.7959 -5.4734 2.4072
H 5.2218 -3.9311 3.0694
H 6.9457 -4.1546 2.6979
H 3.3648 -2.3425 2.9556
H 1.6125 -2.4150 2.8853
H 2.4297 -0.8190 3.0858
H 2.2968 -2.5027 -3.9176
H 3.5688 -3.6623 -3.4483
H 4.0237 -2.0529 -4.0584
H 7.7124 -1.2926 4.2849
H 6.0809 -0.5884 4.4987
H 7.2656 0.2108 3.4337
H 5.5348 -8.3486 0.7816
H 4.7017 -8.0490 -0.7748
H 3.7600 -8.5100 0.6647
*
```

gap between HOMO and LUMO (spin up / spin down) = 6.02 / 5.74 eV
ΔE to the lowest compared entry with this formula, charge and spin = 0.817 eV
molar mass = 1180.4 g/mol

=====

(3)
Molecular formula: C2H2BrO2S
Method: DFT, ωB97M-V with the def2-TZVPD basis set

```
! RIJCOSX wB97M-V def2-TZVPD def2/J DEFGRID3
* xyz -1 1
C 0.2347 0.7284 -0.5838
C -0.2083 -0.1349 0.6303
O 0.8035 0.0668 -1.4969
O 0.0384 1.9950 -0.5714
S 0.5270 -1.7405 0.4648
Br -2.2026 -0.2910 0.8219
H -0.0637 0.5610 1.5837
H 0.8710 -1.1848 -0.8487
*
```

gap between HOMO and LUMO = 8.16 eV
ΔE to the lowest compared entry with this formula, charge and spin = 0.592 eV
molar mass = 170.0 g/mol

=====

(4)
Molecular formula: C4H5ClN2
Method: DFT, ωB97M-V with the def2-TZVPD basis set

```
! RIJCOSX wB97M-V def2-TZVPD def2/J DEFGRID3
* xyz 0 1
C 0.9586 1.0208 -0.0966
C -0.2028 0.0189 -0.0185
C -1.5442 0.3202 -0.0383
C 0.2828 -1.4131 0.1069
N -2.5593 1.2237 -0.0024
N -2.9551 0.0434 -0.0208
Cl 2.9247 0.6382 -0.0014
H 0.9562 1.6212 -1.0498
H 0.7361 1.8131 0.7560
H 1.0359 -1.6831 0.9509
H -0.5144 -2.0538 0.2597
H 0.8816 -1.5496 -0.8456
*
```

gap between HOMO and LUMO = 8.85 eV
ΔE to the lowest compared entry with this formula, charge and spin = 5.056 eV
molar mass = 116.6 g/mol

=====

(5)
Molecular formula: C26H23B2Br3Cl2F15N2O4S2
Method: DFT, ωB97M-V with the def2-TZVPD basis set

```
! RIJCOSX wB97M-V def2-TZVPD def2/J DEFGRID3
* xyz 1 1
C 2.5703 3.5474 1.3539
B 1.1802 2.8896 0.7697
O 0.9334 3.1671 -0.6058
N 0.3564 2.0344 1.7286
C 1.0522 0.7134 1.4111
Br 2.5907 0.1671 2.5261
C -0.1262 -0.2974 0.9725
S -0.2957 -1.6147 2.2879
S 0.6324 -1.2685 -0.3821
O -0.3891 -2.3155 -0.7925
O 0.9993 -0.5005 -1.6442
C 2.1808 -2.2332 -0.0697
F 2.4138 -2.7799 1.1959
F 2.0701 -3.3968 -0.9009
C 3.5594 -1.5891 -0.5815
F 3.6758 -0.2017 -0.5153
F 3.7276 -1.9458 -1.9521
C 4.8678 -2.2089 0.1543
F 5.0584 -1.7132 1.4459
F 4.9180 -3.6032 0.0780
F 5.9661 -1.7328 -0.6121
C -1.4116 0.7162 0.7098
C -2.6324 -0.2879 0.9481
C -4.1009 0.1144 0.4931
C -5.1201 -0.9955 1.1295
F -4.5168 -2.2660 1.3037
Br -6.0737 -0.3259 2.7473
C -6.3092 -1.2458 0.0427
F -6.8155 -0.0336 -0.4818
F -7.4147 -1.8822 0.6872
Br -5.7148 -2.5242 -1.3645
B -1.7210 1.0979 -0.8779
C -2.0599 0.0078 -2.0636
O -1.7901 2.4136 -1.4277
C -1.1625 1.9911 1.7328
C -1.6655 1.4989 3.2124
C -3.1853 1.4848 3.5482
C -3.4629 1.0549 4.9661
C -2.3067 0.6656 5.8476
N -0.9139 0.6397 5.6394
C -0.7178 1.0882 4.3157
C -1.9386 3.3543 1.5747
F -1.4709 4.2615 0.5555
F -3.2841 3.2318 1.0955
C -1.8663 4.3774 2.8313
F -1.7830 5.7383 2.3932
F -0.7235 4.2609 3.6279
F -3.0803 4.4414 3.5660
H 2.6218 3.4405 2.5008
H 2.4826 4.6736 1.1337
H 3.4971 3.1317 0.8473
H 1.0263 2.3510 -1.1477
H 0.6550 2.5140 2.6114
H 1.5922 0.8859 0.3979
H 0.3140 -1.2535 3.4640
H -2.8006 -0.6265 2.0373
H -2.4008 -1.2894 0.4244
H -4.5106 1.0996 0.8688
H -4.3442 0.0398 -0.6148
H -1.2184 -0.0438 -2.8480
H -2.9612 0.4178 -2.6639
H -2.3948 -1.0079 -1.6994
H -2.6654 2.5381 -1.8501
H -4.0274 1.7453 2.8503
H -4.5335 1.0200 5.3421
H -2.6049 0.3150 6.9018
H 0.4029 1.1003 4.0493
Cl 5.6022 -3.8363 -9.1401
C 5.1251 -3.5122 -7.5124
C 4.0213 -4.1273 -6.9240
Cl 3.0457 -5.2751 -7.7687
C 3.6770 -3.8212 -5.6093
C 4.4320 -2.9073 -4.8827
C 5.5363 -2.2976 -5.4681
C 5.8814 -2.5994 -6.7806
H 2.8183 -4.2942 -5.1457
H 4.1594 -2.6710 -3.8604
H 6.1285 -1.5865 -4.9020
H 6.7429 -2.1192 -7.2311
*
```

gap between HOMO and LUMO = 6.14 eV
ΔE to the lowest compared entry with this formula, charge and spin = 6.088 eV
molar mass = 1108.8 g/mol

=====

(6)
Molecular formula: C5H8BrN
Method: DFT, ωB97M-V with the def2-TZVPD basis set

```
! RIJCOSX wB97M-V def2-TZVPD def2/J DEFGRID3
* xyz 0 1
C -1.5597 0.9460 0.1589
C 0.6688 -1.9631 -0.7966
C -0.5214 1.0475 0.9325
C 0.1691 1.4092 1.9678
C 0.6089 -1.4468 0.4374
N 1.5648 -1.5604 -1.9154
Br -0.2823 -2.2764 1.8904
H -1.9136 1.8769 -0.2319
H -1.9826 0.0066 -0.0836
H 0.0549 -2.7702 -1.0947
H 1.2926 1.3539 2.1090
H 2.2475 -0.8610 -1.6338
H -0.4986 1.5799 2.8406
H 1.3761 -0.7252 0.8675
H 1.0695 -1.0829 -2.7190
*
```

gap between HOMO and LUMO = 9.61 eV
ΔE to the lowest compared entry with this formula, charge and spin = 2.483 eV
molar mass = 162.0 g/mol

=====

(7)
Molecular formula: C5H16NO
Method: DFT, ωB97M-V with the def2-TZVPD basis set

```
! RIJCOSX wB97M-V def2-TZVPD def2/J DEFGRID3
* xyz 1 1
C 1.6586 -0.2782 -1.2409
C 0.4344 0.2424 -0.5686
C -0.8435 -0.5276 -0.6856
C -2.1278 0.1582 -0.1450
C -2.3212 1.6323 -0.5008
N 0.7421 0.3962 0.9752
H 2.3352 0.5139 -1.5524
H 1.3580 -0.9210 -2.0678
H 2.3455 -0.9131 -0.6724
H 0.3361 1.3065 -0.7685
H -0.9241 -0.7496 -1.7509
H -0.8185 -1.4315 -0.0703
H -3.0104 -0.3373 -0.5361
H -2.2119 0.0818 0.9475
H -3.1093 2.1234 0.0619
H -1.4283 2.2248 -0.2893
H -2.5215 1.6978 -1.5714
H 1.6029 0.9021 1.2046
H 0.8325 -0.5046 1.4592
H 0.0283 0.8091 1.5855
H 2.5327 -2.3388 2.8246
H 2.9072 -2.1228 1.3673
O 2.2029 -1.9637 1.9943
*
```

gap between HOMO and LUMO = 12.22 eV
ΔE to the lowest compared entry with this formula, charge and spin = 0.669 eV
molar mass = 106.2 g/mol

=====

Q: Look up the molar mass of the seventh one.
A: 106.2 g/mol

=====

Please write out number 7 again, unchanged.
Molecular formula: C5H16NO
Method: DFT, ωB97M-V with the def2-TZVPD basis set

```
! RIJCOSX wB97M-V def2-TZVPD def2/J DEFGRID3
* xyz 1 1
C 1.6586 -0.2782 -1.2409
C 0.4344 0.2424 -0.5686
C -0.8435 -0.5276 -0.6856
C -2.1278 0.1582 -0.1450
C -2.3212 1.6323 -0.5008
N 0.7421 0.3962 0.9752
H 2.3352 0.5139 -1.5524
H 1.3580 -0.9210 -2.0678
H 2.3455 -0.9131 -0.6724
H 0.3361 1.3065 -0.7685
H -0.9241 -0.7496 -1.7509
H -0.8185 -1.4315 -0.0703
H -3.0104 -0.3373 -0.5361
H -2.2119 0.0818 0.9475
H -3.1093 2.1234 0.0619
H -1.4283 2.2248 -0.2893
H -2.5215 1.6978 -1.5714
H 1.6029 0.9021 1.2046
H 0.8325 -0.5046 1.4592
H 0.0283 0.8091 1.5855
H 2.5327 -2.3388 2.8246
H 2.9072 -2.1228 1.3673
O 2.2029 -1.9637 1.9943
*
```

gap between HOMO and LUMO = 12.22 eV
ΔE to the lowest compared entry with this formula, charge and spin = 0.669 eV
molar mass = 106.2 g/mol

=====

Q: Among the records above, which one has the highest molar mass?
A: C40H47As2Cl2N4O12W

=====

What did the fourth record say?
Molecular formula: C4H5ClN2
Method: DFT, ωB97M-V with the def2-TZVPD basis set

```
! RIJCOSX wB97M-V def2-TZVPD def2/J DEFGRID3
* xyz 0 1
C 0.9586 1.0208 -0.0966
C -0.2028 0.0189 -0.0185
C -1.5442 0.3202 -0.0383
C 0.2828 -1.4131 0.1069
N -2.5593 1.2237 -0.0024
N -2.9551 0.0434 -0.0208
Cl 2.9247 0.6382 -0.0014
H 0.9562 1.6212 -1.0498
H 0.7361 1.8131 0.7560
H 1.0359 -1.6831 0.9509
H -0.5144 -2.0538 0.2597
H 0.8816 -1.5496 -0.8456
*
```

gap between HOMO and LUMO = 8.85 eV
ΔE to the lowest compared entry with this formula, charge and spin = 5.056 eV
molar mass = 116.6 g/mol